P:
C20H21IrN9O7 | ωB97M-V with the def2-TZVPD basis set

Values from the calculation:
Orbital gap (alpha / beta) ... 0.29268 / 0.19974 Eh
⟨S²⟩ ... 0.755

ORCA input file:
```
! RIJCOSX wB97M-V def2-TZVPD def2/J DEFGRID3
* xyz 2 2
C -2.9414 -2.9639 1.1390
H 3.9120 -1.8703 4.2956
H 1.5678 2.3978 -4.2223
N -0.0853 -1.8357 -0.8218
H 4.0486 -1.5760 2.5574
H 2.0245 -1.3902 1.5053
N -2.9615 2.7536 -1.5315
H 4.0467 0.0666 5.1421
H 1.4456 -1.5559 -2.1716
C -1.9089 -2.2024 0.6792
C -2.4805 -4.6341 -0.5404
O -1.1100 4.7363 -5.7235
H -0.6009 3.8913 2.3341
Ir 0.0871 -0.0557 0.2338
C -3.2225 -4.2023 0.5230
C -0.6219 -4.2159 -2.1535
C 0.2872 2.0612 2.3266
C 0.4177 1.6022 -2.5866
H -3.5551 -2.6203 1.9631
H -0.8280 2.2978 0.6871
O 0.8888 3.9402 -5.9154
C 0.6112 2.3993 -3.7175
C -0.8425 1.5702 -1.9687
C -1.4082 -3.8542 -1.0348
H -2.3680 -0.2611 1.1458
O -1.2142 0.7090 -1.0449
N 1.3619 -0.6618 1.7339
C 3.3551 -1.6159 3.4004
C -0.4095 3.1967 -4.1778
C -1.6209 3.2956 -3.5082
H -0.8262 -5.1458 -2.6692
N -0.1925 4.0261 -5.3792
H -4.0430 -4.8001 0.8937
O -4.0301 2.9281 -2.0513
O 2.5716 0.6103 -2.7313
H 1.3834 1.6522 3.9704
O -2.7540 2.7874 -0.3199
C -1.7926 2.5173 -2.3910
C 0.3789 -3.3858 -2.5738
H 0.9966 -3.6237 -3.4274
C 1.7300 0.0491 2.7686
H 2.6140 -2.3985 3.2376
H -1.3588 -0.9811 2.2301
C 3.2296 0.5731 4.6407
N 1.0982 1.2542 3.0899
H 3.6271 1.4897 4.2026
H 0.4682 3.6265 3.6516
N -0.2419 1.6429 1.2079
H -2.3860 3.9861 -3.8374
C 0.6266 -2.1956 -1.8745
O 1.6120 0.4856 -0.7496
N 0.0298 3.2708 2.8182
N 2.6939 -0.3260 3.6118
C -1.1132 -2.6383 -0.3968
H -2.7091 -5.5746 -1.0245
N -1.5674 -0.8893 1.2373
H 2.4849 0.8006 5.4076
C 1.5952 0.8569 -2.0900
*
```

How is the electron density shared among the atoms? According to Mulliken, the charges in e are:
1. C -0.45
2. H 0.32
3. H 0.64
4. N 0.21
5. H 0.39
6. H 0.27
7. N 0.91
8. H 0.28
9. H 0.68
10. C 0.48
11. C -0.94
12. O -0.59
13. H 0.22
14. Ir 1.66
15. C -0.77
16. C -0.52
17. C 0.87
18. C 0.96
19. H 0.51
20. H -0.05
21. O -0.59
22. C -0.75
23. C 0.90
24. C 0.25
25. H 0.44
26. O -0.80
27. N -0.67
28. C -1.11
29. C -0.50
30. C -0.61
31. H 0.48
32. N 1.02
33. H 0.43
34. O -0.53
35. O -0.50
36. H 0.17
37. O -0.62
38. C -0.28
39. C -1.01
40. H 0.48
41. C 0.65
42. H 0.40
43. H 0.42
44. C -1.06
45. N -0.07
46. H 0.43
47. H 0.18
48. N -0.18
49. H 0.63
50. C 0.01
51. O -0.61
52. N -0.37
53. N 0.09
54. C 0.08
55. H 0.46
56. N -0.66
57. H 0.39
58. C -0.07

***

Q:
C20H21IrN9O7 | ωB97M-V with the def2-TZVPD basis set

Values from the calculation:
Orbital gap (alpha / beta) ... 0.22322 / 0.20316 Eh
⟨S²⟩ ... 0.758

ORCA input file:
```
! RIJCOSX wB97M-V def2-TZVPD def2/J DEFGRID3
* xyz 2 2
C 1.4406 -3.2075 -0.5650
C -4.2971 -0.8207 1.7393
N 1.2578 1.5869 -1.1908
C 2.1261 4.1133 -0.3686
H 3.6567 0.6115 -0.2432
Ir 0.6011 -0.3550 -0.7853
C 2.1525 -5.1082 0.7197
O -4.2891 -1.1075 -1.3342
H 1.0199 -2.3807 -2.4006
O -1.2384 -1.0355 -0.1435
O -5.9399 -0.2930 3.8060
H -0.7712 5.1291 -1.5877
N -0.6590 0.1974 -2.3753
O -0.3228 2.0403 2.1943
C 4.5972 -0.9612 0.8869
C 0.3014 5.0723 -1.7835
H 0.7437 5.9600 -1.3452
H -0.3232 -2.9576 -1.5834
H -2.9422 2.3464 -3.1629
H -1.2220 -0.5758 -2.7102
C 1.2345 -4.4918 -0.1582
C -1.2634 1.3527 -2.4955
H 2.0484 5.0825 0.1141
N -0.6499 2.5220 -2.1438
C -3.3775 -1.0791 0.7625
H 2.1333 1.8033 -0.7396
H -5.3160 -1.1799 1.6780
H 5.2288 -2.6945 1.9635
C 3.6055 -0.4232 0.0656
C -2.6170 0.4723 2.8958
O -4.4379 0.8595 4.8490
C 4.5043 -2.2728 1.2779
C -0.3892 0.9037 1.7965
N 0.5845 -2.5055 -1.4878
H 3.9687 -4.9081 1.8157
C 3.4459 -3.0739 0.8016
N 0.9215 3.8916 -1.1718
N -4.8355 0.1850 3.9295
N -2.5030 1.4626 -2.9625
H 3.0275 4.1084 -0.9853
C 0.5487 2.6589 -1.4831
H 5.4048 -0.3270 1.2216
O 0.5741 0.2123 1.2390
H -2.3546 1.1055 3.7319
H 0.3891 -5.0549 -0.5361
C -1.7137 0.1942 1.8869
C 2.5136 -2.4679 -0.0581
H 2.2056 3.3704 0.4245
N -3.6888 -1.7640 -0.5053
C -2.0388 -0.6478 0.8307
C -3.8812 -0.0812 2.8363
C 3.2471 -4.4274 1.1682
H -3.0473 0.6337 -3.1535
N 2.5851 -1.1388 -0.3826
O -3.2401 -2.8736 -0.6687
H -1.1814 3.3658 -2.2866
H 0.4855 5.1049 -2.8586
H 1.9866 -6.1326 1.0213
*
```

How is the electron density shared among the atoms? According to Mulliken, the charges in e are:
1. C 0.26
2. C -0.63
3. N -0.44
4. C -1.11
5. H 0.44
6. Ir 2.13
7. C -0.90
8. O -0.59
9. H 0.37
10. O -0.59
11. O -0.60
12. H 0.42
13. N -0.52
14. O -0.57
15. C -0.94
16. C -1.04
17. H 0.31
18. H 0.30
19. H 0.20
20. H 0.25
21. C -0.66
22. C 0.57
23. H 0.33
24. N 0.00
25. C 0.01
26. H -0.13
27. H 0.59
28. H 0.48
29. C 0.03
30. C -0.58
31. O -0.58
32. C -0.47
33. C -0.26
34. N -0.37
35. H 0.45
36. C 0.87
37. N 0.10
38. N 1.02
39. N -0.37
40. H 0.40
41. C 0.73
42. H 0.42
43. O -0.73
44. H 0.60
45. H 0.44
46. C 0.58
47. C 0.70
48. H 0.41
49. N 0.96
50. C 0.71
51. C -0.40
52. C -0.87
53. H 0.19
54. N -0.26
55. O -0.57
56. H 0.08
57. H 0.40
58. H 0.43

***

Which structure wins on stability? P wins.

***

P:
CH3Br3N | ωB97M-V with the def2-TZVPD basis set

Values from the calculation:
Orbital gap ... 0.33654 Eh

ORCA input file:
```
! RIJCOSX wB97M-V def2-TZVPD def2/J DEFGRID3
* xyz 1 1
H 1.1233 -0.4395 -1.5270
Br 2.6071 0.2601 0.6454
N 0.4829 -0.6963 -0.7327
Br -1.9379 1.5278 -0.4444
H -2.8590 1.8591 0.4562
H -0.4692 -0.9720 -1.0194
C 0.9584 -0.5389 0.4617
Br 0.0945 -1.0003 2.1603
*
```

How is the electron density shared among the atoms? According to Mulliken, the charges in e are:
1. H 0.23
2. Br 0.08
3. N -0.30
4. Br -0.21
5. H 0.24
6. H 0.32
7. C 0.53
8. Br 0.12

***

Q:
CH3Br3N | ωB97M-V with the def2-TZVPD basis set

Values from the calculation:
Orbital gap ... 0.36524 Eh

ORCA input file:
```
! RIJCOSX wB97M-V def2-TZVPD def2/J DEFGRID3
* xyz 1 1
Br 2.4585 -1.7348 0.8949
H -0.2961 0.3483 0.6410
Br 2.3937 0.0130 -1.8898
C 1.9612 -0.0686 -0.1266
Br 2.5967 1.5433 0.8630
N 0.2487 -0.0606 -0.1680
H -0.0490 0.6679 -0.8844
H -0.0059 -1.1264 -0.3444
*
```

How is the electron density shared among the atoms? According to Mulliken, the charges in e are:
1. Br 0.11
2. H 0.37
3. Br 0.17
4. C -0.03
5. Br 0.12
6. N -0.54
7. H 0.40
8. H 0.41

***

Which structure wins on stability? P wins.

***

P:
C7H12N2O2 | ωB97M-V with the def2-TZVPD basis set

Values from the calculation:
Orbital gap ... 0.32762 Eh

ORCA input file:
```
! RIJCOSX wB97M-V def2-TZVPD def2/J DEFGRID3
* xyz 0 1
H -1.1308 1.1780 -0.2710
C 1.2027 -2.0168 -0.7422
H 1.6427 1.0865 2.5885
H -1.3147 0.2182 1.4564
H 0.1991 -1.5773 -3.0763
H 2.3226 0.6230 1.1884
H -0.2771 1.8442 -1.6118
H -0.7502 -0.3470 3.0506
H 0.8157 -0.0442 -3.2828
O 2.7627 -3.0705 0.7052
C 1.9178 -2.2774 0.5159
H -1.7784 1.1936 -1.8905
C 0.5500 -0.8873 -0.8244
H 1.3455 -2.7861 -1.5411
O 1.4899 -1.5048 1.6333
C -0.8281 1.0203 -1.4043
H -1.3428 -1.5282 1.7169
N -0.0853 -0.5590 -3.0295
C 0.5870 -0.4776 1.4035
H 0.8230 1.6735 1.2403
C -0.8324 -0.5634 1.9809
N -0.2890 -0.2382 -1.6735
C 1.2971 0.7703 1.5673
*
```

How is the electron density shared among the atoms? According to Mulliken, the charges in e are:
1. H 0.14
2. C -0.48
3. H 0.37
4. H 0.28
5. H 0.32
6. H 0.34
7. H 0.36
8. H 0.40
9. H 0.28
10. O -0.53
11. C 0.30
12. H 0.31
13. C 0.36
14. H 0.22
15. O -0.38
16. C -0.75
17. H 0.27
18. N -0.83
19. C 0.83
20. H 0.31
21. C -1.19
22. N 0.31
23. C -1.25

***

Q:
C7H12N2O2 | ωB97M-V with the def2-TZVPD basis set

Values from the calculation:
Orbital gap (alpha / beta) ... 0.31656 / 0.27492 Eh

ORCA input file:
```
! RIJCOSX wB97M-V def2-TZVPD def2/J DEFGRID3
* xyz 0 1
C -2.4948 1.0852 0.0969
H 1.7567 1.3228 1.2026
H 0.0632 1.7848 0.8121
O -4.3929 0.1652 -0.8185
O -3.5647 -0.8174 0.8922
C 0.6376 -0.1362 -0.0136
N -3.5822 0.1141 0.0764
C -0.5093 -0.1841 -0.9937
H -0.6702 0.6293 -1.6837
H 0.2936 -2.1069 1.1158
H 1.0384 -0.8145 2.0352
N -2.1012 -2.1027 -0.7378
H -1.8617 1.3593 0.9322
H 1.3547 -1.7301 -1.2214
H 1.4471 1.9228 -0.4632
H -2.7023 1.9453 -0.5445
H 2.0727 -0.2668 -1.6571
C 1.0323 1.2715 0.3214
C 1.7629 -0.8651 -0.7895
H 2.6352 -1.0864 -0.1568
H -0.6505 -0.8148 1.7719
C -1.3332 -1.2441 -0.8321
C 0.3046 -0.9682 1.3287
*
```

How is the electron density shared among the atoms? According to Mulliken, the charges in e are:
1. C -0.73
2. H 0.36
3. H 0.17
4. O -0.59
5. O -0.48
6. C 1.95
7. N 0.89
8. C -1.09
9. H 0.56
10. H 0.36
11. H 0.52
12. N -0.50
13. H 0.39
14. H 0.42
15. H 0.35
16. H 0.36
17. H 0.42
18. C -1.31
19. C -1.71
20. H 0.38
21. H 0.38
22. C 0.53
23. C -1.65

***

Which structure wins on stability? P wins.

***

P:
ClH6NSi2 | ωB97M-V with the def2-TZVPD basis set

Values from the calculation:
Orbital gap ... 0.31311 Eh

ORCA input file:
```
! RIJCOSX wB97M-V def2-TZVPD def2/J DEFGRID3
* xyz 0 1
Cl -0.1258 -1.7741 2.5793
Si -2.3341 1.4754 -1.4286
H 1.0494 -3.1873 0.2856
Si 1.3363 -2.0528 1.1922
H 1.6378 -0.7990 0.4285
N -0.7442 1.9088 -1.1325
H -0.0419 1.3734 -0.6072
H -0.3388 2.6432 -1.7079
H 2.3299 -2.4251 2.1935
H -2.7687 2.8376 -1.8030
*
```

How is the electron density shared among the atoms? According to Mulliken, the charges in e are:
1. Cl -0.23
2. Si -0.08
3. H -0.09
4. Si 0.55
5. H -0.13
6. N -0.32
7. H 0.23
8. H 0.25
9. H -0.10
10. H -0.09

***

Q:
ClH6NSi2 | ωB97M-V with the def2-TZVPD basis set

Values from the calculation:
Orbital gap ... 0.38836 Eh
SMILES ... [SiH3]N[SiH2]Cl

ORCA input file:
```
! RIJCOSX wB97M-V def2-TZVPD def2/J DEFGRID3
* xyz 0 1
H -0.2801 0.9780 -1.3211
H 2.4089 0.0979 -0.9266
H -1.6002 -2.0072 -0.5222
H -0.8674 -1.1949 1.3443
Si 1.5564 0.5406 0.0873
H 1.5731 -0.5026 1.2246
N -0.0264 0.3067 -0.5650
Cl -2.9502 0.4624 -0.0443
Si -1.2998 -0.7155 0.1492
H 1.4856 2.0346 0.5737
*
```

How is the electron density shared among the atoms? According to Mulliken, the charges in e are:
1. H 0.27
2. H -0.08
3. H -0.13
4. H -0.16
5. Si 0.20
6. H -0.10
7. N -0.19
8. Cl -0.24
9. Si 0.50
10. H -0.05

***

Which structure wins on stability? Q wins.